i | {"formula": "C3H7N2O", "method": "ωB97M-V/def2-TZVPD", "species": ["C", "C", "N", "C", "N", "H", "H", "H", "H", "H", "H", "H", "O"], "coordinates": [[-0.994, -0.921, 0.503], [-1.590, 0.273, 0.712], [-0.581, 1.198, 0.823], [0.591, 0.621, 0.580], [0.359, -0.684, 0.489], [-1.422, -1.904, 0.500], [-2.618, 0.533, 0.902], [-0.680, 2.203, 0.773], [1.572, 1.003, 0.796], [1.045, -1.289, 0.051], [1.909, 0.117, -2.917], [1.882, -1.257, -2.257], [1.501, -0.374, -2.189]], "gap_ha": 0.4122, "homo_ev": -14.7, "charge": 1}

***

ii | {"formula": "C3H7N2O", "method": "ωB97M-V/def2-TZVPD", "species": ["C", "C", "C", "N", "N", "O", "H", "H", "H", "H", "H", "H", "H"], "coordinates": [[-0.018, 1.182, -1.685], [-1.322, -0.286, -0.140], [1.675, -0.432, 1.528], [-0.981, 0.434, -0.997], [0.518, -0.773, 1.149], [-2.076, -0.999, 0.537], [-0.012, 2.205, -1.307], [0.968, 0.731, -1.567], [2.267, -0.978, 2.259], [2.106, 0.477, 1.128], [-0.289, 1.196, -2.742], [-3.000, -1.129, 0.254], [0.166, -1.626, 1.583]], "gap_ha": 0.3949, "homo_ev": -14.8, "charge": 1}

***

iii | {"formula": "C3H7N2O", "method": "ωB97M-V/def2-TZVPD", "species": ["C", "C", "N", "C", "N", "H", "H", "H", "H", "H", "H", "H", "O"], "coordinates": [[-1.505, 0.910, 0.645], [-2.035, 0.461, -0.510], [-0.972, 0.022, -1.309], [0.144, 0.056, -0.552], [-0.122, 0.791, 0.516], [-1.926, 1.383, 1.513], [-3.052, 0.202, -0.751], [-1.039, -0.812, -1.850], [1.137, -0.195, -0.888], [0.648, 1.153, 1.059], [3.458, -1.544, 0.226], [2.699, -1.158, 1.427], [2.565, -1.269, 0.474]], "gap_ha": 0.4109, "homo_ev": -14.8, "charge": 1}

***

iv | {"formula": "C3H7N2O", "method": "ωB97M-V/def2-TZVPD", "species": ["N", "C", "O", "C", "C", "N", "H", "H", "H", "H", "H", "H", "H"], "coordinates": [[-0.706, -0.825, -2.096], [0.127, -0.668, -1.082], [1.325, -0.766, -1.059], [-0.614, 0.133, 0.073], [0.334, 0.418, 1.285], [1.631, 0.274, 1.482], [-0.329, -1.328, -2.845], [-1.741, -0.876, -2.189], [-0.871, 1.072, -0.487], [-1.646, -0.261, 0.454], [-0.322, 0.780, 2.202], [1.961, 0.440, 2.502], [2.330, -0.082, 0.798]], "gap_ha": 0.3528, "homo_ev": -14.7, "charge": 1, "smiles": "NC(=O)CC=[NH2+]"}

***

Of them, ii has the lowest stability.

***

i | {"formula": "C4H7OP", "method": "ωB97M-V/def2-TZVPD", "species": ["C", "C", "C", "O", "C", "P", "H", "H", "H", "H", "H", "H", "H"], "coordinates": [[-1.935, -1.203, 0.175], [-0.700, -0.653, 0.005], [-0.518, 0.800, -0.424], [0.636, 1.462, 0.156], [1.840, 0.692, 0.022], [1.336, -1.102, -0.301], [-2.105, -2.220, 0.412], [-2.780, -0.574, 0.263], [-0.499, 0.805, -1.466], [-1.229, 1.520, -0.169], [2.425, 0.930, -0.828], [2.273, 0.944, 1.008], [1.255, -1.401, 1.147]], "gap_ha": 0.3828, "homo_ev": -9.5, "smiles": "C=C1COCP1"}

***

ii | {"formula": "C4H7OP", "method": "ωB97M-V/def2-TZVPD", "species": ["C", "C", "C", "C", "O", "P", "H", "H", "H", "H", "H", "H", "H"], "coordinates": [[1.896, -0.846, 0.423], [-1.018, 1.854, -0.153], [1.243, -1.242, -0.642], [-1.198, 0.789, -0.893], [-1.723, -0.823, 1.237], [-1.698, -0.940, -0.385], [3.050, -0.819, 0.323], [1.453, -0.649, 1.402], [-0.405, 2.639, -0.564], [-1.458, 2.114, 0.790], [1.551, -1.769, -1.486], [-0.696, 0.739, -1.893], [-0.998, -1.047, 1.840]], "gap_ha": [0.2944, 0.2751], "homo_ev": [-8.4, -7.6]}

***

iii | {"formula": "C4H7OP", "method": "ωB97M-V/def2-TZVPD", "species": ["O", "P", "C", "C", "C", "C", "H", "H", "H", "H", "H", "H", "H"], "coordinates": [[2.628, 0.084, 0.611], [1.353, -0.008, -0.393], [0.302, 1.471, -0.148], [-0.915, 1.104, 0.224], [-1.178, -0.387, 0.287], [-0.009, -1.147, -0.162], [1.784, -0.467, -1.569], [0.832, 2.338, 0.015], [-1.467, 1.818, 0.715], [-1.554, -0.575, 1.366], [-1.975, -0.736, -0.372], [0.336, -1.885, 0.558], [-0.137, -1.610, -1.133]], "gap_ha": 0.3751, "homo_ev": -9.4, "smiles": "O=[P@@H]1C=CCC1"}

***

Of them, ii has the lowest stability.

***

i | {"formula": "C6H6", "method": "ωB97M-V/def2-TZVPD", "species": ["C", "C", "C", "C", "C", "C", "H", "H", "H", "H", "H", "H"], "coordinates": [[-1.694, 0.400, 0.230], [-0.743, -0.418, -0.599], [-0.890, -0.847, -1.823], [0.583, -0.898, 0.002], [1.586, 0.167, 0.092], [2.423, 1.029, 0.146], [-2.055, -0.201, 1.074], [-1.187, 1.284, 0.631], [-2.559, 0.726, -0.352], [0.993, -1.727, -0.585], [0.368, -1.302, 0.998], [3.175, 1.787, 0.186]], "gap_ha": 0.3587, "homo_ev": -10.0}

***

ii | {"formula": "C6H6", "method": "ωB97M-V/def2-TZVPD", "species": ["C", "C", "C", "C", "C", "C", "H", "H", "H", "H", "H", "H"], "coordinates": [[0.735, 0.007, -0.129], [1.783, -0.018, -0.934], [0.345, 0.428, 1.135], [-0.703, -0.285, -0.685], [-1.049, 0.156, 0.984], [-1.692, -0.893, 0.112], [2.119, -0.377, -1.921], [2.627, 0.534, -0.647], [0.767, 1.070, 1.858], [-0.935, 0.265, -1.604], [-1.760, 0.872, 1.240], [-2.237, -1.758, 0.591]], "gap_ha": [0.2678, 0.2685], "homo_ev": [-7.3, -7.1]}

***

Of them, ii has the lowest stability.

***

i | {"formula": "C3H3NO2", "method": "ωB97M-V/def2-TZVPD", "species": ["O", "C", "C", "C", "O", "N", "H", "H", "H"], "coordinates": [[-0.992, 1.798, -0.267], [-0.040, 0.902, 0.061], [-0.482, -0.440, 0.244], [0.661, -1.129, 0.102], [1.698, -0.296, -0.033], [1.246, 1.026, -0.075], [-1.500, 1.067, -0.690], [-1.462, -0.744, 0.587], [0.870, -2.184, 0.070]], "gap_ha": 0.4008, "homo_ev": -10.2, "smiles": "Oc1ccon1"}

***

ii | {"formula": "C3H3NO2", "method": "ωB97M-V/def2-TZVPD", "species": ["O", "C", "C", "C", "O", "N", "H", "H", "H"], "coordinates": [[-1.240, 1.056, 1.367], [-0.394, 0.379, 0.616], [0.088, -0.928, 0.373], [0.735, -0.760, -0.815], [0.681, 0.495, -1.264], [0.014, 1.208, -0.320], [-1.089, 1.824, 0.545], [-0.079, -1.829, 0.938], [1.284, -1.445, -1.439]], "gap_ha": 0.3912, "homo_ev": -9.7, "smiles": "Oc1ccon1"}

***

Of them, ii has the lowest stability.

***

i | {"formula": "C3H3NO2", "method": "ωB97M-V/def2-TZVPD", "species": ["O", "C", "C", "N", "O", "C", "H", "H", "H"], "coordinates": [[-0.071, -1.153, -1.494], [-0.160, -0.358, -0.258], [0.947, -0.087, 0.431], [0.731, 1.078, 1.075], [-0.488, 1.385, 0.852], [-1.177, 0.492, 0.036], [0.533, -1.869, -1.008], [1.863, -0.724, 0.585], [-2.178, 1.238, -0.220]], "gap_ha": 0.3840, "homo_ev": -9.8, "smiles": "Oc1cnoc1"}

***

ii | {"formula": "C3H3NO2", "method": "ωB97M-V/def2-TZVPD", "species": ["N", "C", "C", "O", "C", "O", "H", "H", "H"], "coordinates": [[-2.106, 1.928, 2.107], [-1.750, 1.355, 1.174], [-1.308, 0.756, -0.033], [-1.958, 0.599, -1.094], [0.003, 0.000, 0.178], [0.551, -0.596, -0.944], [0.782, 0.843, 0.562], [-0.111, -0.709, 1.044], [0.113, -0.651, -1.835]], "gap_ha": 0.3750, "homo_ev": -11.2, "smiles": "N#CC(=O)CO"}

***

Of them, i has the lowest stability.

***

i | {"formula": "C3H3NO2", "method": "ωB97M-V/def2-TZVPD", "species": ["N", "C", "C", "O", "C", "O", "H", "H", "H"], "coordinates": [[-0.710, 2.454, 0.783], [-0.414, 1.466, 0.259], [0.264, 0.311, -0.368], [0.683, 0.353, -1.500], [0.609, -0.803, 0.666], [1.440, -1.616, 0.386], [0.085, -0.763, 1.647], [-0.777, -0.662, -1.267], [-1.250, -0.734, -0.668]], "gap_ha": 0.3376, "homo_ev": -11.0, "smiles": "N#CC(=O)C=O.[H][H]"}

***

ii | {"formula": "C3H3NO2", "method": "ωB97M-V/def2-TZVPD", "species": ["O", "C", "C", "C", "N", "O", "H", "H", "H"], "coordinates": [[1.983, 0.129, -0.009], [0.645, 0.131, -0.011], [-0.230, 1.155, -0.005], [-1.476, 0.499, 0.028], [-1.348, -0.812, -0.011], [0.020, -1.043, -0.004], [2.255, -0.809, 0.133], [0.019, 2.197, -0.003], [-2.499, 0.897, -0.013]], "gap_ha": 0.3656, "homo_ev": -9.3, "smiles": "Oc1ccno1"}

***

Of them, i has the lowest stability.